{
  "formula": "BF4H18O9",
  "method": "ωB97M-V/def2-TZVPD",
  "elements": ["B", "F", "F", "F", "F", "O", "H", "H", "O", "H", "H", "O", "H", "H", "O", "H", "H", "O", "H", "H", "O", "H", "H", "O", "H", "H", "O", "H", "H", "O", "H", "H"],
  "xyz": [[0.32, -0.11, 0.16], [1.10, -0.04, -0.97], [0.89, -1.14, 0.93], [0.53, 1.08, 0.76], [-1.01, -0.19, -0.02], [-0.45, -0.41, 2.39], [-0.26, -1.33, 2.58], [-0.03, -0.25, 1.55], [-0.06, 2.74, 1.01], [0.48, 1.96, 0.88], [0.51, 3.47, 0.76], [0.36, 0.60, -2.88], [0.25, 0.59, -1.93], [0.02, -0.25, -3.16], [-0.51, -1.92, -1.19], [0.45, -1.87, -1.24], [-0.72, -1.53, -0.34], [-2.20, -1.29, -1.88], [-2.50, -2.14, -2.21], [-1.38, -1.49, -1.43], [-2.62, -1.19, 1.26], [-1.88, -1.65, 1.66], [-2.22, -0.49, 0.76], [2.94, 1.04, -0.57], [3.53, 0.36, -0.88], [2.12, 0.58, -0.39], [2.13, -0.22, 2.11], [1.61, -0.03, 1.32], [2.29, -1.16, 2.07], [-1.55, 2.26, -0.53], [-1.23, 1.37, -0.66], [-0.90, 2.66, 0.05]],
  "e_above_lowest_kj_mol": 1997.6,
  "e_lumo_ev": 2.50,
  "total_charge": -1,
  "e_homo_ev": -6.4
}

***

{
  "formula": "C7H15N2O3",
  "method": "ωB97M-V/def2-TZVPD",
  "elements": ["C", "C", "C", "C", "C", "C", "C", "N", "N", "O", "O", "O", "H", "H", "H", "H", "H", "H", "H", "H", "H", "H", "H", "H", "H", "H", "H"],
  "xyz": [[0.02, 1.74, 0.21], [2.51, 1.46, 0.41], [1.94, 0.15, 0.63], [2.36, -0.96, -0.26], [-2.32, 1.26, 1.14], [-1.00, 0.36, -2.17], [-1.47, -1.64, 0.70], [1.13, 1.17, 0.13], [-1.23, 0.72, 0.23], [-0.34, 2.84, 0.04], [-1.84, 0.67, -1.02], [-0.65, -0.47, 0.56], [2.65, 2.18, 1.27], [3.10, 1.63, -0.43], [1.81, -0.23, 1.65], [1.59, -1.71, -0.08], [3.32, -1.21, 0.11], [2.30, -0.77, -1.32], [-2.55, 0.46, 1.84], [-1.86, 2.02, 1.82], [-3.24, 1.59, 0.60], [-1.76, 0.47, -2.96], [-0.52, -0.55, -2.07], [-0.33, 1.12, -2.43], [-1.85, -1.82, 1.68], [-0.80, -2.60, 0.53], [-2.34, -1.64, 0.10]],
  "e_above_lowest_kj_mol": 522.8,
  "e_lumo_ev": -2.68,
  "total_charge": 1,
  "smiles": "CO[N+](C)(OC)C(=O)N1C[C@@H]1C",
  "e_homo_ev": -14.4
}

***

{
  "formula": "C3H7NO2",
  "method": "ωB97M-V/def2-TZVPD",
  "elements": ["O", "C", "C", "N", "C", "O", "H", "H", "H", "H", "H", "H", "H"],
  "xyz": [[0.93, -0.84, 2.00], [1.17, -0.93, 0.82], [-1.75, 1.11, -0.68], [-1.53, 0.46, -1.80], [-1.88, 0.60, 0.61], [2.44, -0.16, -0.86], [0.62, -0.41, 0.01], [-0.91, -0.34, -1.58], [1.83, -1.78, 0.58], [-1.97, 2.18, -0.70], [-1.85, -0.47, 0.78], [-1.98, 1.34, 1.39], [2.85, -0.18, -1.73]],
  "e_above_lowest_kj_mol": 921.1,
  "e_lumo_ev": -4.52,
  "e_homo_ev": -8.1
}

***

{
  "formula": "C38H46ClF5OP4RuS",
  "method": "ωB97M-V/def2-TZVPD",
  "elements": ["P", "C", "C", "H", "C", "H", "C", "H", "C", "H", "C", "H", "C", "C", "H", "C", "H", "C", "H", "C", "H", "C", "H", "C", "C", "H", "C", "H", "C", "H", "C", "H", "C", "H", "Ru", "C", "C", "H", "C", "O", "H", "C", "H", "C", "Cl", "P", "P", "C", "H", "H", "H", "C", "H", "H", "H", "C", "H", "H", "H", "C", "H", "H", "H", "C", "H", "H", "H", "C", "H", "H", "H", "P", "C", "C", "H", "H", "H", "H", "H", "H", "C", "H", "H", "H", "H", "F", "C", "C", "F", "C", "F", "C", "S", "C", "F", "C", "F"],
  "xyz": [[-4.34, 0.23, 1.20], [-4.02, -1.25, 2.09], [-4.54, -1.09, 3.41], [-4.60, -0.11, 3.85], [-5.10, -2.18, 4.07], [-5.68, -2.00, 4.96], [-4.96, -3.48, 3.51], [-5.43, -4.31, 4.02], [-4.23, -3.64, 2.34], [-4.06, -4.67, 1.97], [-3.74, -2.56, 1.61], [-3.13, -2.72, 0.72], [-3.32, 1.59, 1.71], [-2.36, 1.53, 2.76], [-1.91, 0.57, 3.04], [-1.97, 2.72, 3.38], [-1.25, 2.68, 4.21], [-2.53, 3.94, 2.99], [-2.32, 4.85, 3.57], [-3.36, 4.01, 1.86], [-3.80, 4.96, 1.54], [-3.67, 2.85, 1.16], [-4.24, 2.89, 0.24], [-4.62, 0.04, -0.53], [-6.03, -0.11, -0.65], [-6.63, -0.21, 0.24], [-6.66, 0.01, -1.87], [-7.74, -0.01, -1.88], [-5.90, 0.18, -3.05], [-6.42, 0.25, -4.01], [-4.51, 0.22, -2.94], [-3.92, 0.31, -3.87], [-3.84, 0.17, -1.72], [-2.76, 0.20, -1.71], [2.07, -0.75, -0.52], [2.17, 1.21, -0.90], [1.19, 2.11, -0.71], [3.16, 1.48, -1.27], [-0.19, 1.66, -0.28], [-1.17, 2.17, -1.25], [-2.07, 1.92, -0.99], [-0.21, 0.23, -0.17], [-0.53, 2.10, 0.67], [0.23, -0.93, -0.48], [1.53, -3.13, 0.40], [1.26, -1.35, -2.81], [2.34, -0.65, 1.78], [1.90, -2.93, -3.34], [1.52, -3.71, -2.67], [2.99, -2.91, -3.31], [1.54, -3.10, -4.36], [-0.52, -1.40, -3.23], [-0.90, -0.38, -3.39], [-1.10, -1.88, -2.43], [-0.63, -1.99, -4.15], [1.94, -0.02, -3.84], [3.01, 0.07, -3.64], [1.42, 0.91, -3.59], [1.76, -0.31, -4.88], [3.64, -1.78, 2.32], [4.61, -1.47, 1.92], [3.41, -2.78, 1.94], [3.69, -1.82, 3.41], [2.92, 1.02, 2.20], [2.12, 1.74, 2.04], [3.76, 1.27, 1.54], [3.26, 1.07, 3.25], [0.97, -0.95, 2.95], [0.38, -1.81, 2.61], [0.32, -0.07, 3.03], [1.38, -1.18, 3.94], [1.40, 3.86, -1.01], [3.13, 4.23, -1.14], [0.67, 4.74, 0.37], [3.59, 3.69, -1.96], [3.65, 3.99, -0.21], [3.18, 5.31, -1.32], [-0.41, 4.56, 0.43], [0.88, 5.80, 0.17], [1.15, 4.43, 1.32], [0.54, 4.31, -2.51], [0.92, 3.72, -3.35], [0.74, 5.38, -2.65], [-0.53, 4.10, -2.39], [-0.33, -1.85, -0.52], [7.71, -5.70, 0.33], [6.84, -4.70, 0.05], [5.53, -4.98, -0.31], [5.09, -6.26, -0.26], [4.71, -3.98, -0.83], [3.52, -4.37, -1.32], [5.12, -2.62, -0.87], [4.20, -1.35, -1.56], [6.42, -2.36, -0.39], [6.83, -1.07, -0.32], [7.28, -3.37, 0.01], [8.58, -3.07, 0.25]],
  "multiplicity": 5,
  "e_lumo_ev": [-5.07, -7.80],
  "total_charge": 2,
  "e_homo_ev": [-11.2, -12.2],
  "s_squared": 6.0649
}

***

{
  "formula": "C8H10N2",
  "method": "ωB97M-V/def2-TZVPD",
  "elements": ["C", "C", "C", "C", "C", "C", "C", "C", "N", "N", "H", "H", "H", "H", "H", "H", "H", "H", "H", "H"],
  "xyz": [[-3.01, 0.55, -0.31], [-2.65, -0.77, 0.01], [-2.06, 1.53, -0.37], [-1.26, -1.09, 0.12], [-0.65, 1.17, -0.29], [-0.33, -0.13, 0.00], [2.55, -1.27, 0.69], [2.36, -0.09, -0.22], [0.65, 1.68, -0.39], [1.17, 0.50, 0.29], [-3.99, 0.87, -0.37], [-3.47, -1.39, 0.28], [-2.36, 2.53, -0.72], [-0.99, -2.16, 0.23], [3.48, -1.56, 0.76], [2.19, -2.16, 0.29], [2.00, -0.99, 1.56], [2.21, -0.41, -1.26], [3.20, 0.58, -0.16], [0.94, 2.60, -0.15]],
  "e_above_lowest_kj_mol": 352.3,
  "e_lumo_ev": 1.10,
  "smiles": "CCn1[nH]c2ccccc21",
  "e_homo_ev": -7.9
}

***

{
  "formula": "ClH3SSi",
  "method": "ωB97M-V/def2-TZVPD",
  "elements": ["Si", "S", "Cl", "H", "H", "H"],
  "xyz": [[0.03, -0.21, -0.75], [-1.00, 0.17, 1.93], [0.35, 1.77, -1.27], [1.20, -0.82, -0.40], [-0.90, -0.93, -1.45], [0.32, 0.01, 1.94]],
  "e_above_lowest_kj_mol": 175.2,
  "e_lumo_ev": -0.82,
  "e_homo_ev": -8.8
}

***

| no. | DFT total energy (Eh) |
| --- | --- |
| 1 | -1111.876688 |
| 2 | -610.492972 |
| 3 | -323.430127 |
| 4 | -4368.114572 |
| 5 | -420.195463 |
| 6 | -1149.642332 |